C22H25FNOPd as an isolated structure in a non-equilibrium geometry. Source: the OMol25 dataset; level of theory: wB97M-V/def2-TZVPD.

Results
Gap between HOMO and LUMO (alpha / beta) = 5.76 / 5.64 eV
Calculated total energy = -1211.01091 a.u.

Structure (ORCA input):
```
! wB97M-V def2-TZVPD RIJCOSX def2/J DEFGRID3
* xyz -1 3
C 2.1066 0.0038 0.8535
C 2.1993 -0.6959 -0.3854
C 1.8426 0.1943 -1.4409
H 2.5343 -1.7223 -0.5158
C 1.5228 1.4706 -0.8516
C 1.6809 1.3407 0.5784
H 1.2497 2.3740 -1.3891
C -1.2161 -1.4718 1.2732
C -0.1276 -2.2324 0.7514
C -0.2553 -2.2954 -0.6703
H 0.6582 -2.7052 1.3357
C -1.4147 -1.5460 -1.0544
C -2.0285 -1.0480 0.1614
H 1.8591 -0.0217 -2.5066
H 1.5386 2.1368 1.3017
H 2.3514 -0.3956 1.8365
H -2.9515 -0.4718 0.1888
H 0.3983 -2.8166 -1.3708
H -1.4258 -1.2571 2.3172
Pd -0.1196 0.0932 -0.1639
C -1.9625 -1.3352 -2.4493
C -3.4749 -1.5851 -2.4340
C -1.2829 -2.2602 -3.4652
H -3.6669 -2.6185 -2.1166
H -3.8738 -1.4329 -3.4410
H -3.9770 -0.8971 -1.7461
H -1.4610 -3.3079 -3.1876
H -0.2033 -2.0792 -3.5171
H -1.7212 -2.0831 -4.4541
C -1.6358 0.1454 -2.8046
C -2.1875 0.6505 -4.1254
H -0.5335 0.2603 -2.8168
H -2.0261 0.8155 -2.0133
O -3.1106 0.1210 -4.7440
N -1.5861 1.7716 -4.6255
C -0.4187 2.4706 -4.0937
H -2.0045 2.1430 -5.4697
C 0.9039 1.8802 -4.5487
C 2.0897 2.5176 -4.1668
H 2.0247 3.4282 -3.5606
C 3.3284 2.0007 -4.5526
H 4.2412 2.5052 -4.2350
C 3.3885 0.8479 -5.3442
H 4.3551 0.4490 -5.6540
C 2.2086 0.2129 -5.7392
H 2.2340 -0.6843 -6.3580
C 0.9660 0.7313 -5.3472
H 0.0386 0.2520 -5.6793
H -0.4567 2.4692 -2.9918
H -0.4746 3.5248 -4.4119
F -1.0436 1.4417 0.9902
*
```